(A)
This record from the Open Molecules 2025 dataset describes a cluster of 40 separate species, H80O40 in total. The level of theory is the ωB97M-V functional and the def2-TZVPD basis.

ORCA input file:
```
! RIJCOSX wB97M-V def2-TZVPD def2/J DEFGRID3
* xyz 0 1
H 5.4187 3.1947 0.2109
H 5.9155 3.1962 1.7822
O 5.8883 2.7730 0.9062
H -1.0082 3.4860 4.9690
H -2.1343 2.4328 4.8210
O -1.3569 2.8267 4.4059
H 3.4960 4.5221 1.1230
H 3.7255 5.5963 -0.1842
O 3.9284 4.6864 0.2000
H -2.9470 -4.0010 3.1279
H -1.4343 -4.1053 2.5906
O -2.1169 -3.5825 2.9319
H -1.4706 -3.6785 -3.5630
H -2.7018 -3.3692 -2.8293
O -1.7805 -3.0540 -2.9163
H -1.6310 3.1586 -0.8019
O -0.9495 2.6878 -0.3339
H 1.7795 5.2900 3.8875
O 1.8839 4.5071 4.4305
H 3.0787 -2.8763 -3.3133
H 2.0398 -4.1370 -4.0273
O 2.8855 -3.8610 -3.3957
H 0.7825 3.0737 2.0600
H 2.2210 2.5844 1.8094
O 1.6597 3.3148 2.1507
H -5.3616 -3.5230 0.6846
H -5.2149 -2.7874 -0.4674
O -5.9342 -3.1050 0.0551
H 2.3649 2.1246 5.7309
H 0.8070 2.0101 6.2031
O 1.4477 1.9188 5.5150
H -0.9071 2.4959 -4.4598
O -1.1137 1.7296 -4.9878
H 4.1129 4.4890 -3.7123
H 4.8614 4.2416 -2.3216
O 4.0971 4.5705 -2.7799
H 2.6802 2.9620 -1.3554
H 2.3909 1.5075 -1.0665
O 1.9859 2.3799 -1.1555
H 3.0319 -3.7756 -1.3029
H 2.6080 -3.3106 0.1139
O 3.0348 -3.0283 -0.6860
H -3.1549 0.3604 5.0610
H -3.9498 0.8830 3.8824
O -3.4773 1.1968 4.7455
H -0.5861 -0.7767 2.0952
H -0.3465 0.4108 1.0080
O -0.1511 -0.4644 1.2574
H -2.2692 0.6744 -0.3960
H -2.9667 0.9859 -1.8285
O -3.0061 0.4841 -0.9903
H 3.3807 0.8599 1.7840
O 3.3291 0.5784 2.7163
H -0.0196 -2.3191 6.3727
H -0.5642 -1.0183 5.7682
O -0.3722 -1.5065 6.5654
H 2.0166 -2.2314 3.8432
O 1.8640 -1.3147 3.6693
H -1.4833 6.2273 2.4559
H -1.2485 4.8639 2.5899
O -2.0046 5.4505 2.6206
H 0.0777 -5.2108 4.2205
H 0.2449 -5.1079 2.5952
O -0.0102 -5.7117 3.3385
H -0.3608 -3.1017 0.0381
H -0.2980 -1.9409 1.0180
O -0.3777 -2.9831 0.9589
H 1.7916 0.2553 -5.9667
H 2.0095 1.7552 -5.9840
O 2.4672 0.9194 -5.9264
H 3.8361 -1.4486 -4.9957
H 4.1756 -1.6667 -3.5751
O 4.4274 -2.0210 -4.4324
H 4.1547 -1.0826 0.9508
H 4.1852 -1.2290 -0.4693
O 4.3937 -0.4990 0.2440
H -5.0730 -0.6078 0.8984
H -6.4375 -0.8439 1.2714
O -5.5791 -0.5447 1.6789
H -3.5035 1.9823 -3.8471
H -3.9262 3.0722 -3.0208
O -3.1208 2.7732 -3.4116
H -2.6316 -5.8997 -0.7821
H -2.6920 -4.6030 0.0061
O -3.1370 -5.4714 -0.0189
H 4.9887 -2.8896 0.5452
H 6.0482 -3.0701 -0.7329
O 5.8473 -3.2949 0.1766
H -4.3834 -1.2330 -3.1591
O -4.6624 -2.1016 -3.6604
H 0.3043 3.3856 -2.3637
H -0.2740 4.2733 -3.6703
O -0.4259 3.8203 -2.8224
H 2.6241 1.1470 3.1726
H -0.2472 2.7651 -0.9072
H 2.5698 -0.9907 3.1257
H 1.2997 3.9589 3.8304
H -1.0024 1.7777 -5.9551
H -4.9018 -2.7750 -3.0162
O 0.3424 -3.3220 -4.7825
H 0.2062 -2.6871 -4.1204
H 0.6853 -2.7875 -5.4973
O -1.1065 -1.3514 -1.4526
H -2.0833 -1.4010 -1.8124
H -1.0988 -0.4223 -1.2689
O 0.7360 -0.2521 -2.6551
H 0.3345 -1.0960 -2.6136
H 1.5626 -0.2180 -3.1445
O -3.9597 3.1729 2.1205
H -3.8752 4.0512 2.4813
H -3.3520 3.0173 1.4226
O -3.0648 -2.1897 0.0691
H -2.6511 -2.3846 0.9302
H -2.9212 -1.2505 0.2077
O 0.0174 -0.9930 -5.2872
H 0.0624 -0.1867 -4.6438
H -0.8849 -1.0820 -5.5815
O -2.0557 -0.8123 3.2704
H -2.1495 -1.7633 3.3193
H -2.1984 -0.5092 2.4165
*
```

The HOMO-LUMO gap is 9.79 eV. The value obtained for the molar mass is 720.6 g/mol. The highest occupied orbital energy is -10.627 eV.

***

(B)
This record from the Open Molecules 2025 dataset describes a cluster of 40 separate species, H80O40 in total. The level of theory is the ωB97M-V functional and the def2-TZVPD basis.

ORCA input file:
```
! RIJCOSX wB97M-V def2-TZVPD def2/J DEFGRID3
* xyz 0 1
H 6.1254 -1.9207 -0.3585
H 4.9680 -1.3790 -1.1915
O 5.9212 -1.2794 -1.0450
H -3.5313 -1.7118 -1.2083
H -2.9088 -0.8911 -0.2397
O -2.9897 -0.9049 -1.2294
H 1.8169 0.6668 -2.7557
H 0.7173 -0.4292 -2.4982
O 1.6636 -0.1745 -2.3332
H 5.8961 2.4618 -1.7987
H 5.4835 0.9836 -1.7520
O 5.4308 1.8359 -1.2839
H -1.6816 0.3806 -3.3941
H -0.8712 -0.6790 -4.3889
O -1.4797 0.1389 -4.3119
H 0.0107 3.5087 5.7122
O -0.3563 2.5848 5.8096
H 3.8587 0.4747 0.8845
O 3.0842 0.0047 1.0468
H -0.4706 0.3073 2.3925
H -0.5794 1.8466 2.9065
O -0.0057 1.1628 2.5191
H 2.3296 4.3690 -2.8719
H 1.5777 5.6341 -3.2997
O 1.5228 4.7158 -3.1870
H 3.4222 4.5391 2.8714
H 2.5043 5.2896 2.1700
O 2.6079 5.0369 3.0353
H 1.0566 2.4743 -3.9665
H 2.3974 2.3645 -4.8047
O 1.6926 1.8477 -4.3862
H 1.1008 4.7574 0.0347
O 1.8894 5.3951 -0.3436
H -3.4825 -1.9794 3.0866
H -4.3976 -0.9820 3.6884
O -4.1926 -1.2920 2.8767
H 0.7132 -3.2434 0.0852
H 1.1035 -4.5483 -0.4434
O 0.8429 -3.6623 -0.7544
H 2.1184 -4.4582 -4.0204
H 3.3496 -3.6720 -3.3884
O 2.2933 -3.8481 -3.3769
H -4.8874 -3.4160 -0.9328
H -5.3589 -2.9640 0.3480
O -4.6131 -3.4366 0.0048
H 0.0273 -3.3298 -4.6273
H -0.2387 -2.9931 -5.9914
O -0.5241 -3.7252 -5.3782
H -0.1650 -1.4800 4.2401
H 0.8227 -1.4465 5.3467
O -0.1114 -1.3862 5.1859
H 0.8576 -1.3767 0.4044
O 0.1612 -1.2094 1.0503
H -0.1261 -4.2177 2.4446
H 0.6108 -2.9266 2.0844
O 0.5625 -3.8817 1.8923
H 3.5812 -1.7699 0.6917
O 3.6406 -2.2265 -0.2217
H -3.0000 0.5913 1.1891
H -2.0139 0.9797 0.0778
O -2.2385 0.3507 0.7284
H 0.3882 1.2622 -0.8177
H -0.9211 1.8760 -0.4725
O -0.0747 2.1100 -0.7252
H -0.4215 -2.4966 -1.8762
H -1.5600 -1.4402 -2.1501
O -0.6762 -1.7431 -2.3978
H -3.2130 2.5366 -1.8786
H -2.4362 2.5068 -3.0706
O -2.5738 1.9355 -2.2888
H -5.3978 -0.9157 -0.4975
H -6.7546 -0.5398 -1.4324
O -6.3146 -1.1058 -0.7786
H -2.0761 -3.8873 -3.3742
H -1.7264 -5.3188 -3.9009
O -1.8175 -4.7462 -3.1923
H 4.0462 0.0916 5.2966
H 3.9197 0.7804 3.9451
O 4.3216 -0.0046 4.3667
H -2.4374 -3.6441 4.1073
H -3.2412 -2.9897 5.3283
O -3.2182 -3.1719 4.4033
H 4.1970 1.2488 -2.6402
H 3.8387 -0.1559 -2.8984
O 4.4371 0.5569 -3.2922
H 1.1431 0.6415 3.9136
H 1.5555 2.0072 4.0655
O 1.5644 1.2076 4.5395
H 1.5871 -3.1008 -5.7114
O 2.3046 -2.5445 -5.4364
H 1.6637 2.7180 -0.0076
H 3.1154 2.1892 -0.6945
O 2.5593 2.5640 0.0194
H -0.3720 -0.7564 0.3791
H 0.1255 1.9621 5.3088
H 2.8277 -2.5744 -0.4554
H 2.4935 0.4701 1.6493
H 2.5322 4.6778 -0.5146
H 2.0359 -2.4785 -4.4156
O 2.5313 -1.7450 2.8148
H 3.2168 -1.9931 3.4288
H 2.9559 -0.9904 2.2795
O -5.2817 2.3513 -2.4152
H -5.3361 2.7837 -1.5627
H -5.4636 1.4457 -2.1534
O -2.6858 1.1355 3.4111
H -2.3028 0.7117 4.3177
H -3.2814 0.4085 3.3012
O -1.2045 4.6109 -1.5489
H -0.6961 4.3485 -2.4097
H -0.6968 5.2019 -1.0426
O -3.6265 2.4674 1.1349
H -3.0109 2.5736 0.4983
H -3.4713 3.0799 1.9179
O -2.0822 -3.9415 1.7009
H -2.8859 -3.4780 1.4880
H -2.2346 -4.6058 0.9735
O -2.7071 3.7169 3.1550
H -3.0896 3.2055 3.9231
H -2.7008 4.6358 3.3710
*
```

The HOMO-LUMO gap is 10.01 eV. The value obtained for the molar mass is 720.6 g/mol. The highest occupied orbital energy is -10.320 eV.

***

(C)
This record from the Open Molecules 2025 dataset describes a cluster of 40 separate species, H80O40 in total. The level of theory is the ωB97M-V functional and the def2-TZVPD basis.

ORCA input file:
```
! RIJCOSX wB97M-V def2-TZVPD def2/J DEFGRID3
* xyz 0 1
H 3.6956 -4.1357 -2.5371
H 4.0084 -5.3880 -2.0684
O 4.4258 -4.6390 -2.3435
H 2.8076 -2.0551 -5.6440
H 2.9955 -0.6229 -5.2791
O 2.4616 -1.2728 -5.7657
H -4.9654 3.6044 2.0770
H -5.8955 2.7122 1.8463
O -4.9004 2.6962 1.7941
H 0.3179 -0.3096 6.0959
H 1.0597 -0.4798 4.6733
O 0.9676 0.1327 5.4564
H 0.9606 2.7512 1.6630
H 0.7955 2.3960 3.2086
O 0.4653 2.9706 2.4379
H 3.0856 -0.2529 -0.8588
O 2.7137 -0.3185 -1.7366
H -4.8161 -2.8833 -0.9376
O -4.8050 -3.2735 -0.0525
H -4.2318 -1.0224 3.1529
H -3.0561 -0.3778 3.6518
O -3.2744 -1.0888 2.9458
H -4.7751 -3.9760 2.4116
H -4.3060 -2.5171 2.9686
O -4.7909 -3.2989 3.2111
H -4.1616 -0.0530 -3.2329
H -3.1443 0.2109 -4.0415
O -4.0718 0.1452 -4.1157
H 3.4464 3.2886 -3.3073
H 3.1850 1.7437 -3.8734
O 3.7336 2.3179 -3.1906
H 1.2437 3.3613 -4.1379
O 0.8120 2.5375 -4.4404
H 0.6598 -4.5403 2.7077
H 1.0127 -3.2666 3.3361
O 1.3966 -3.9408 2.6845
H 1.4067 -2.1657 0.6320
H 2.8366 -2.8796 0.6282
O 2.3269 -1.9883 0.5138
H -2.1334 5.8488 2.2376
H -2.4653 5.6688 0.8033
O -2.5203 5.1985 1.5927
H -3.3390 -0.4985 -1.0548
H -4.2449 0.7668 -0.8089
O -3.7031 0.3955 -1.5597
H 4.5639 0.5991 0.0353
H 5.4463 0.7664 1.2610
O 4.9035 1.2713 0.5916
H -3.4701 -4.3310 0.0978
H -2.5194 -5.4614 -0.2040
O -2.6315 -4.5255 -0.1138
H 2.2226 1.4135 -0.8555
O 1.4977 1.8128 -0.2940
H 0.3564 -3.2775 5.0329
H 1.1899 -2.1737 5.7795
O 0.3071 -2.6163 5.8205
H 4.5860 3.0111 4.3530
O 4.1092 2.7861 3.5581
H 2.1617 -1.1984 3.8247
H 2.9760 -2.2118 3.9105
O 2.0997 -2.0167 4.3116
H 1.6324 3.4271 -2.0550
H 0.9473 4.6780 -1.6507
O 1.5207 4.4561 -2.3935
H 0.5804 -0.4480 1.2985
H 0.6298 0.8743 2.2158
O 0.0896 0.1297 1.9168
H -4.4411 2.2848 -3.2467
H -4.8723 3.5095 -3.2783
O -3.9946 3.0122 -3.3356
H -0.1893 0.0432 -1.9471
H -1.1037 -0.1721 -0.7227
O -0.2605 -0.3032 -1.1990
H -0.5936 4.0188 0.2337
H 0.4717 3.3645 -0.4833
O 0.3682 4.1234 0.1115
H -2.2608 1.7745 -1.3462
H -2.7611 2.6774 -0.4216
O -2.1468 2.6870 -1.1675
H -0.4536 -2.1549 -5.2038
H 0.8351 -1.6011 -5.8325
O -0.1522 -1.5714 -5.8054
H -2.1298 -2.3544 -1.8246
H -2.1735 -1.2856 -3.2139
O -2.5360 -2.1193 -2.7830
H 5.8795 1.3562 -1.0192
H 5.2782 0.2918 -2.1078
O 5.9833 0.5078 -1.4872
H -2.0900 -4.0344 1.6788
O -1.1331 -3.7335 2.0792
H -2.8906 0.9582 5.0344
H -1.9056 0.1282 5.9518
O -2.8274 0.0601 5.5844
H 0.7393 1.2420 -0.3305
H 2.2050 -1.2469 -1.6930
H 4.3380 3.0932 2.8009
H -5.4559 -3.9690 -0.1689
H -0.1359 2.7509 -3.9688
H -1.3576 -3.1597 2.8679
O -1.0778 -3.8543 -4.3045
H -1.0437 -3.4379 -3.5123
H -2.0499 -4.1209 -4.2671
O -2.1591 -1.4581 0.8089
H -2.1630 -0.8073 1.4711
H -1.4773 -1.9381 0.8997
O -2.0928 2.3324 1.7069
H -1.9554 3.3287 1.8199
H -1.9282 2.2193 2.7566
O 1.4173 0.1251 -3.9352
H 1.4264 1.0920 -3.9470
H 1.0960 -0.2765 -4.7688
O 0.9233 -2.4663 -2.3201
H 0.7123 -2.0908 -3.1133
H 0.2388 -3.1222 -2.0353
O 4.4391 3.9350 1.1406
H 3.6780 3.3601 0.9986
H 4.4448 4.7307 0.7403
O 2.7016 0.8690 3.5761
H 2.4945 1.9214 3.7656
H 3.6237 0.8945 4.0851
*
```

The HOMO-LUMO gap is 9.64 eV. The value obtained for the molar mass is 720.6 g/mol. The highest occupied orbital energy is -10.158 eV.

***

(D)
This record from the Open Molecules 2025 dataset describes a cluster of 40 separate species, H80O40 in total. The level of theory is the ωB97M-V functional and the def2-TZVPD basis.

ORCA input file:
```
! RIJCOSX wB97M-V def2-TZVPD def2/J DEFGRID3
* xyz 0 1
H -3.1334 3.4764 -4.2197
H -3.0409 2.7172 -2.6833
O -2.7787 3.3835 -3.3554
H -3.1797 -1.5555 3.7434
H -3.5107 -1.8891 2.2508
O -3.6235 -1.2415 2.9423
H -1.4273 5.5650 -1.4867
H -0.2514 4.9330 -2.2087
O -0.4625 5.4802 -1.4579
H 5.4282 -0.8303 3.6456
H 5.3204 -2.2217 3.2144
O 5.0888 -1.6865 3.9634
H -3.5338 1.6900 -0.6848
H -3.7000 0.5592 -1.4566
O -3.5730 1.4994 -1.6289
H 0.5511 -1.8953 5.8927
O 0.4632 -1.3776 5.0753
H 4.0323 -1.4123 -1.2797
O 4.7125 -0.7886 -1.0061
H 0.8828 -0.6860 -1.4963
H 0.6912 -0.1413 -0.1370
O 1.1883 0.0542 -0.9643
H 0.5989 4.5522 5.3269
H 0.2173 4.8205 3.8063
O 0.9111 4.7234 4.4565
H 4.9224 1.9886 2.6050
H 4.6609 2.7055 3.7680
O 5.4095 2.1954 3.4419
H -2.8326 0.5117 5.6328
H -3.0669 0.8903 4.2015
O -2.4047 0.4085 4.7694
H -1.7886 3.7450 1.1538
O -2.2825 3.2539 0.4883
H 1.2736 3.2825 -5.6322
H 0.1039 3.1438 -4.7953
O 0.4740 2.7338 -5.5833
H -0.4608 4.3906 2.1153
H 0.9005 4.8561 1.3069
O 0.0349 5.0871 1.6407
H -1.4128 0.1229 0.4726
H -1.7699 -1.2642 -0.1041
O -1.8146 -0.7318 0.6649
H 1.2165 -2.5147 -2.2766
H 0.0838 -2.8302 -1.2061
O 0.3540 -2.2903 -1.9340
H -3.5564 -4.1697 0.1428
H -2.7137 -5.3128 0.8811
O -2.8124 -4.7749 0.1161
H -3.8003 -4.0543 -3.5765
H -3.9109 -5.0445 -2.4875
O -4.4072 -4.3093 -2.8568
H -3.3006 0.1566 -5.7373
O -3.8181 -0.2869 -5.0306
H -0.3756 -5.2282 1.4715
H -0.2055 -4.9916 0.0292
O 0.1994 -5.5344 0.7411
H -5.7486 -1.6272 2.1299
O -6.1688 -1.2859 2.9223
H 3.8407 6.0769 -0.1521
H 2.3423 5.8865 -0.3268
O 3.0567 5.8381 0.3353
H 4.1805 -2.6227 -3.9428
H 2.7498 -2.0140 -4.6480
O 3.2707 -2.6329 -4.1382
H 0.4753 -2.4095 -5.6055
H 1.0316 -3.0734 -4.1592
O 0.2854 -2.7460 -4.7267
H 2.0858 2.1065 4.3729
H 2.7865 0.8588 3.8669
O 2.7121 1.8481 3.6909
H 1.5391 5.1225 -3.0831
H 2.8901 4.5287 -3.5099
O 2.0788 4.9768 -3.8357
H 5.1888 0.5156 0.6726
H 4.9418 1.8834 0.1464
O 4.8796 1.3712 0.9471
H -1.8425 -6.1244 -1.8214
H -1.2208 -5.5981 -3.1726
O -1.5912 -5.3559 -2.3155
H 1.3695 -1.0371 -4.3450
H 1.5166 0.5530 -4.5697
O 1.8278 -0.1934 -4.0560
H -4.3560 3.1251 0.7284
H -4.6856 1.6944 0.7342
O -5.0612 2.5165 0.9849
H 1.9712 2.1858 2.0649
H 2.4088 0.9118 1.4443
O 1.5837 1.4591 1.5208
H -1.8982 -2.5871 -3.3804
O -2.6074 -2.8688 -3.9902
H 3.2564 -4.0944 3.2138
H 2.3365 -4.8008 2.3250
O 2.3237 -4.0926 2.9614
H -4.3955 -0.9654 -5.4624
H 0.8330 -1.7703 4.3022
H -5.8548 -0.3778 3.0331
H 4.6430 -0.0698 -1.6371
H -1.7106 2.4707 0.2591
H -2.9265 -1.9572 -4.0416
O 2.5417 -3.2835 0.1993
H 2.6876 -3.3998 1.1332
H 2.0383 -4.0194 -0.1935
O 3.1145 3.2282 -0.1705
H 2.2446 2.8686 -0.0032
H 3.3774 4.0980 0.2292
O -0.7553 -2.9521 3.6400
H -1.2777 -2.1434 3.4887
H -0.6306 -3.2834 2.7588
O 5.7834 -3.2911 0.3099
H 5.2801 -2.6119 -0.1184
H 5.2260 -3.8356 0.8402
O -3.6489 2.1220 3.0536
H -4.2512 2.7534 3.4524
H -3.2750 2.2861 2.1634
O -4.2336 -2.0018 -0.9739
H -4.1355 -2.7962 -1.5539
H -5.1350 -1.6423 -1.0751
O -0.2541 1.9846 -0.2205
H 0.6934 2.1238 -0.2519
H -0.4685 1.6777 -1.0992
*
```

The HOMO-LUMO gap is 9.35 eV. The value obtained for the molar mass is 720.6 g/mol. The highest occupied orbital energy is -9.932 eV.

***

Most stable: (D). Least stable: (C).

***

(A)
This record from the Open Molecules 2025 dataset describes the molecule C2H4N2S. The level of theory is the ωB97M-V functional and the def2-TZVPD basis.

ORCA input file:
```
! RIJCOSX wB97M-V def2-TZVPD def2/J DEFGRID3
* xyz 0 1
N -1.8746 1.5244 0.0510
C -1.0970 0.7297 0.3199
C -0.0636 -0.2158 0.5900
N 0.3318 -1.0126 -0.8507
S 1.4508 0.6062 1.1649
H -0.3243 -0.9874 1.3082
H 0.3537 -0.2888 -1.5621
H -0.4579 -1.6155 -1.0435
H 1.6810 1.2596 0.0223
*
```

The HOMO-LUMO gap is 10.60 eV. The value obtained for the molar mass is 88.1 g/mol. The highest occupied orbital energy is -9.928 eV.

***

(B)
This record from the Open Molecules 2025 dataset describes the molecule C2H4N2S. The level of theory is the ωB97M-V functional and the def2-TZVPD basis.

ORCA input file:
```
! RIJCOSX wB97M-V def2-TZVPD def2/J DEFGRID3
* xyz 0 1
C 1.5391 -0.4509 0.8900
N 0.3842 0.2567 0.9979
N -0.3425 0.0516 -0.2942
C -1.5315 0.4943 -0.6584
S -2.7025 1.0205 0.2185
H 1.6683 -1.3773 0.0240
H 2.1146 -0.3638 1.8381
H 0.4188 0.0158 -1.1930
H -1.5486 0.3531 -1.8228
*
```

The HOMO-LUMO gap is 8.33 eV. The value obtained for the molar mass is 88.1 g/mol. The highest occupied orbital energy is -8.437 eV.

***

Most stable: (A). Least stable: (B).